Entry from the OMol25 dataset: one molecule with the formula C14H10N2O4S (ωB97M-V/def2-TZVPD).

Properties
**Structure (SMILES)**: O=C(O)c1cccc(CSc2nnc(-c3ccco3)o2)c1
**Energy above the lowest of the compared OMol25 structures with the same formula, charge and spin**: 22.11 kcal per mole
**HOMO level**: -8.25 eV

Each atom is followed by the atoms it is bonded to, with distances in Å.
Cartesian coordinates (Å):
1 C 1.039 1.375 1.511  H21 1.080, C22 1.381, C26 1.385
2 S 0.794 -3.397 -0.108  C13 1.722, C20 1.840
3 O -1.039 -1.434 -0.047  C13 1.355, C28 1.365
4 C -3.731 1.920 0.408  H8 1.070, C15 1.365, C16 1.409
5 O 3.563 2.296 -1.739  C18 1.205
6 C 2.489 0.740 -0.292  C18 1.482, C22 1.393, C31 1.390
7 H -5.164 2.092 -1.288  C15 1.072
8 H -3.966 2.722 1.077  C4 1.070
9 H 2.026 2.764 0.197  C22 1.079
10 O -3.795 0.553 -1.350  C12 1.346, C15 1.336
11 N -2.067 -1.725 -1.972  N19 1.341, C28 1.298
12 C -2.805 0.137 -0.539  O10 1.346, C16 1.376, C28 1.429
13 C -0.519 -2.477 -0.737  S2 1.722, O3 1.355, N19 1.297
14 O 3.923 0.118 -2.059  C18 1.340, H29 0.970
15 C -4.348 1.625 -0.773  C4 1.365, H7 1.072, O10 1.336
16 C -2.721 0.951 0.568  C4 1.409, C12 1.376, H24 1.070
17 H 0.393 -2.516 2.100  C20 1.090
18 C 3.362 1.152 -1.417  O5 1.205, C6 1.482, O14 1.340
19 N -1.115 -2.665 -1.874  N11 1.341, C13 1.297
20 C 1.204 -2.399 1.382  S2 1.840, H17 1.090, H23 1.091, C30 1.497
21 H 0.551 2.139 2.097  C1 1.080
22 C 1.859 1.730 0.458  C1 1.381, C6 1.393, H9 1.079
23 H 2.102 -2.882 1.770  C20 1.091
24 H -2.022 0.858 1.372  C16 1.070
25 H 2.768 -1.364 -0.579  C31 1.080
26 C 0.834 0.039 1.811  C1 1.385, H27 1.081, C30 1.390
27 H 0.187 -0.238 2.631  C26 1.081
28 C -2.015 -1.000 -0.897  O3 1.365, N11 1.298, C12 1.429
29 H 4.474 0.443 -2.789  O14 0.970
30 C 1.453 -0.957 1.064  C20 1.497, C26 1.390, C31 1.387
31 C 2.286 -0.601 0.013  C6 1.390, H25 1.080, C30 1.387